[1]
Computed, not measured: C15H10Br2LaN3OS as an isolated structure in a non-equilibrium geometry, with ωB97M-V/def2-TZVPD.

```
33
Properties=species:S:1:pos:R:3:forces:R:3:nbo_charge:R:1
La 7.0766 11.1418 9.0896 1.5 -1.5 -1.8 2.28
O 6.7991 9.1560 8.1381 0.7 -1.2 -1.1 -0.77
N 7.6914 8.6360 7.1971 -0.1 1.0 0.0 -0.02
C 7.2086 7.7052 6.2890 2.3 -0.1 0.4 0.03
C 8.1409 7.1586 5.4138 -0.2 0.8 0.1 -0.23
C 9.4673 7.7193 5.3396 -0.8 -0.5 0.0 -0.11
C 9.8358 8.8217 6.0792 -1.5 -0.4 0.7 -0.22
C 8.9562 9.2108 7.1501 -0.9 -2.4 -2.7 0.00
S 9.6836 10.1680 8.2783 -0.5 2.1 2.3 -0.22
H 6.2136 7.3374 6.4613 -0.2 0.2 -0.1 0.26
H 7.8290 6.3843 4.6855 0.3 0.5 0.8 0.27
H 10.1519 7.1726 4.7073 0.2 0.4 -0.3 0.25
H 10.7282 9.4553 6.0358 -0.1 -0.9 -0.3 0.27
Br 5.2107 12.4581 15.5364 0.1 -0.1 -0.9 0.23
C 5.8037 12.1652 13.7614 0.5 -0.7 0.7 0.00
C 6.6007 11.0361 13.5057 0.4 -0.2 0.5 -0.24
C 7.2382 10.9148 12.2843 0.0 1.1 -0.2 0.06
N 7.0315 11.8492 11.3212 -1.4 0.8 1.2 -0.65
C 6.1203 12.8915 11.5041 1.4 -1.4 0.4 0.17
C 5.5545 13.0797 12.7536 -0.1 0.9 -0.1 -0.23
C 5.8412 13.7904 10.3409 -0.7 1.2 0.9 0.20
C 5.1931 15.0243 10.6085 0.5 -0.4 -0.4 -0.24
C 4.9101 15.8304 9.5101 0.2 0.3 -0.7 0.01
Br 4.0726 17.5497 9.7169 0.6 -1.3 -0.1 0.21
C 5.3005 15.3790 8.1984 -0.8 2.9 0.6 -0.24
C 5.8942 14.1844 8.0513 0.2 -0.9 0.4 0.05
N 6.1685 13.3948 9.1096 -0.4 0.4 0.2 -0.64
H 6.8311 10.3285 14.3058 -0.2 0.2 -0.3 0.28
H 8.0164 10.1602 12.0398 -0.7 0.4 0.4 0.24
H 5.0107 14.0027 12.9832 0.0 -0.7 -0.1 0.26
H 5.0209 15.3306 11.6498 -0.1 0.0 -0.9 0.26
H 5.2242 16.1025 7.3625 -0.3 -0.8 0.5 0.28
H 6.1481 13.7742 7.0885 0.2 0.2 -0.3 0.22
```
Positions in Å, forces in eV/Å.

The value obtained for the max |F| is 3.7 eV/Å. The value obtained for the HOMO-LUMO gap is 6.6212 eV. The multiplicity is 1. Its total charge is +2. The calculation puts the LUMO energy at -7.53 eV.



[2]
Computed, not measured: C15H10Br2N5NiO as an isolated structure in a non-equilibrium geometry, with ωB97M-V/def2-TZVPD.

```
34
Properties=species:S:1:pos:R:3:forces:R:3:nbo_charge:R:1
Ni 0.2289 0.0498 -0.0866 -5.7 -2.1 -0.1 0.91
C 0.3214 -5.5425 -0.1075 0.1 0.0 0.0 -0.62
C 1.0873 -4.2471 -0.0915 0.2 -0.1 0.0 -0.07
C 2.4713 -4.2062 -0.0716 0.0 0.1 0.0 -0.16
C 3.1240 -2.9771 -0.0574 0.0 -0.1 0.0 -0.29
C 2.3333 -1.8512 -0.0641 -0.4 0.1 0.0 0.13
Br 2.9927 -0.0979 -0.0474 1.5 -0.3 0.0 0.11
N 0.9941 -1.8561 -0.0832 1.8 0.6 0.0 -0.47
C 0.4013 -3.0359 -0.0964 -0.8 -0.2 0.0 0.09
H 0.9980 -6.3972 -0.1013 0.0 0.0 0.0 0.20
H -0.3009 -5.6130 -1.0001 -0.1 0.0 0.0 0.22
H -0.3260 -5.6200 0.7664 -0.1 0.0 0.0 0.22
H 3.0489 -5.1235 -0.0669 0.0 0.0 0.0 0.21
H 4.2007 -2.9014 -0.0417 0.0 0.0 0.0 0.23
H -0.6872 -2.9639 -0.1115 0.0 0.3 0.0 0.29
O -1.4362 -1.0677 -0.1139 2.2 1.0 0.0 -1.11
Br -4.0981 2.4176 -3.0029 0.0 0.0 0.0 0.04
C -3.2500 2.1658 -1.3301 0.1 -0.1 0.2 -0.11
C -3.7739 2.7383 -0.1856 -0.1 0.1 0.1 -0.22
C -3.1076 2.5167 1.0066 0.0 -0.1 -0.1 -0.24
C -1.9609 1.7416 0.9984 0.2 0.0 0.2 0.05
N -1.4651 1.1935 -0.1060 0.3 0.3 0.0 -0.37
C -2.1016 1.4030 -1.2552 0.2 0.0 -0.3 0.04
H -4.6715 3.3400 -0.2208 0.0 0.0 0.0 0.22
H -3.4698 2.9409 1.9322 0.0 0.0 0.0 0.22
H -1.4089 1.5448 1.9079 0.0 0.0 0.0 0.21
H -1.6702 0.9372 -2.1292 -0.1 0.0 0.0 0.22
N 0.9586 1.9751 -0.0677 0.8 0.3 0.1 -0.57
C 1.2801 3.0540 0.2061 -0.1 0.0 0.0 0.42
C 1.6484 4.3570 0.5356 0.0 0.1 0.0 -0.61
C 2.9450 4.6137 1.0351 0.0 0.0 0.0 0.32
N 4.0056 4.8237 1.4440 0.0 0.0 0.0 -0.42
C 0.7230 5.4129 0.3706 0.0 0.0 0.0 0.32
N -0.0346 6.2751 0.2357 0.0 0.0 0.0 -0.41
```
Positions in Å, forces in eV/Å.

The value obtained for the max |F| is 6.1 eV/Å. The value obtained for the HOMO-LUMO gap (spin up / spin down) is 6.2520 / 6.2677 eV. The relative energy (zero: lowest compared OMol25 entry of this formula, charge and spin) comes out at 42.5 kJ/mol. The multiplicity is 1. Its total charge is -1. The calculation puts the LUMO energy (spin up / spin down) at 2.43 / 2.43 eV.



[3]
Computed, not measured: C15H10CrF6N4O6S2 as an isolated structure in a non-equilibrium geometry, with ωB97M-V/def2-TZVPD.

```
44
Properties=species:S:1:pos:R:3:forces:R:3:nbo_charge:R:1
Cr 0.6050 0.6856 0.2865 -0.3 -0.5 0.1 1.27
O -1.4385 -3.6669 2.7599 1.5 -0.3 -0.1 -0.67
C -2.2150 -2.6518 3.0802 -2.2 -1.1 0.6 0.40
C -3.4257 -3.0662 3.7200 0.8 -0.2 -0.5 -0.27
C -4.4040 -2.1651 3.9558 -0.4 1.5 0.3 -0.16
C -4.2145 -0.7693 3.6089 -1.9 -2.0 1.6 -0.26
C -3.0905 -0.3800 3.0425 2.0 0.3 -1.4 -0.13
C -2.0882 -1.3431 2.7259 -1.1 1.4 0.4 -0.28
C -1.0621 -0.8925 1.8818 2.7 0.1 -1.9 0.63
O -1.1301 0.2203 1.2230 0.3 -0.5 0.7 -0.74
N -0.0062 -1.7519 1.7792 0.7 1.0 -1.1 -0.49
N 0.9797 -1.1548 0.9956 -3.0 1.9 1.4 -0.26
C 2.0841 -1.6616 0.7417 1.1 0.3 -0.5 0.05
C 3.1071 -0.8455 0.0806 -3.0 0.2 0.5 0.17
C 4.3101 -1.3048 -0.2609 1.8 0.5 -1.1 -0.23
C 5.1701 -0.4866 -0.9730 -0.4 2.1 -0.1 -0.11
C 4.6892 0.7996 -1.3294 0.2 -0.6 0.9 -0.24
C 3.4313 1.1950 -0.9095 -0.4 0.3 0.3 0.08
N 2.6641 0.3904 -0.1989 -0.5 0.2 -0.2 -0.50
H -0.5807 -3.3003 2.4184 -0.4 0.0 -0.1 0.51
H -3.4724 -4.1420 3.8681 -0.4 0.2 0.3 0.23
H -5.3452 -2.4095 4.4586 0.4 -0.2 -0.3 0.22
H -5.0176 -0.1140 3.8599 -0.3 0.5 0.0 0.21
H -2.8620 0.6273 2.6839 -0.4 -0.3 0.3 0.24
H 2.1413 -2.6515 0.9700 1.2 -2.9 0.7 0.20
H 4.6011 -2.2613 0.0164 0.5 -1.6 0.5 0.23
H 6.2105 -0.7396 -1.1188 -0.1 -0.2 -0.3 0.23
H 5.2444 1.6223 -1.7159 0.9 -0.1 -0.7 0.24
H 2.9905 2.1928 -1.0609 0.6 -0.4 -0.2 0.23
F -1.9722 1.3190 -3.8524 0.5 -0.8 -0.6 -0.31
C -0.9626 0.5476 -4.3020 0.2 0.2 0.3 0.74
F -0.5374 1.0154 -5.4723 -0.2 -0.1 0.2 -0.30
F -1.3610 -0.7155 -4.4484 -0.2 0.3 0.0 -0.30
S 0.4424 0.5850 -3.0717 -2.4 3.1 -0.2 2.25
O -0.1145 0.0192 -1.8772 -0.2 -0.1 1.1 -0.97
O 1.5284 -0.0746 -3.6544 1.8 -0.4 -0.9 -0.89
N 0.5765 2.2482 -3.0377 0.1 -1.6 0.8 -1.19
S 0.2707 3.1721 -1.7984 2.5 1.5 -0.5 2.22
O 0.4245 2.5380 -0.4580 -0.1 0.4 -0.9 -1.00
O 0.9816 4.4431 -1.9364 -1.1 -2.0 0.2 -0.89
C -1.4821 3.6426 -1.7155 -0.3 -0.2 -0.7 0.73
F -1.5705 4.3472 -0.6226 -0.6 0.3 1.2 -0.29
F -1.9083 4.4339 -2.7095 0.2 -1.0 0.0 -0.30
F -2.1913 2.5038 -1.6333 -0.1 0.9 0.0 -0.30
```
Positions in Å, forces in eV/Å.

The value obtained for the max |F| is 3.9 eV/Å. The value obtained for the HOMO-LUMO gap (spin up / spin down) is 7.3583 / 7.1796 eV. The relative energy (zero: lowest compared OMol25 entry of this formula, charge and spin) comes out at 20.1 kJ/mol. The multiplicity is 5. The calculation puts the LUMO energy (spin up / spin down) at -1.17 / -1.33 eV.



[4]
Computed, not measured: C15H10F3N2PdS2Te as an isolated structure in a non-equilibrium geometry, with ωB97M-V/def2-TZVPD.

```
34
Properties=species:S:1:pos:R:3:forces:R:3:nbo_charge:R:1
Pd -0.6492 2.0959 -1.0336 0.0 0.0 0.7 0.39
S -1.1105 4.1187 -1.9568 0.0 0.6 -0.2 -0.13
C 0.4828 4.2037 -2.6440 -0.2 0.0 0.1 -0.21
S 1.3198 2.7692 -2.2516 -0.1 -0.6 -0.2 -0.09
C 0.9604 5.2754 -3.3620 0.0 0.1 0.0 -0.48
C 0.1525 6.4320 -3.5660 0.0 -0.1 0.0 0.32
N -0.5015 7.3670 -3.7308 0.0 0.0 0.0 -0.38
C 2.2773 5.2739 -3.9069 0.0 0.0 0.1 0.32
N 3.3433 5.2802 -4.3451 0.0 0.0 0.0 -0.37
F 2.2552 -6.1600 2.7375 0.0 0.0 0.0 -0.33
C 1.9437 -6.0984 1.4213 0.0 0.0 0.0 0.97
F 3.0715 -6.4383 0.7599 0.0 0.0 0.0 -0.33
F 1.0491 -7.0789 1.1945 0.0 0.0 0.0 -0.33
C 1.4384 -4.7489 1.0220 0.0 0.0 0.0 -0.13
C 2.3170 -3.6707 1.0415 0.0 0.0 0.0 -0.19
C 1.8758 -2.4086 0.6968 0.0 0.0 0.0 -0.20
C 0.5425 -2.1925 0.3217 0.0 0.0 0.0 -0.10
C -0.3260 -3.2893 0.3058 0.0 0.0 0.0 -0.20
C 0.1158 -4.5547 0.6529 0.0 0.0 0.0 -0.20
C 0.0850 -0.8881 -0.0376 -0.4 -0.1 0.1 -0.14
C -0.3842 0.1884 -0.3705 1.0 0.4 -0.3 -0.36
H 3.3510 -3.8230 1.3252 0.0 0.0 0.0 0.22
H 2.5573 -1.5690 0.7060 0.0 0.0 0.0 0.23
H -1.3554 -3.1328 0.0136 0.0 0.0 0.0 0.22
H -0.5695 -5.3911 0.6322 0.0 0.0 0.0 0.22
C -1.6784 1.3748 2.5541 0.0 -0.1 0.1 -0.89
Te -1.6916 3.0401 1.2378 -0.2 -0.4 -0.5 0.68
C -3.7202 2.7280 0.6449 -0.1 0.1 0.1 -0.87
H -1.5166 0.4778 1.9612 0.0 0.0 0.0 0.26
H -2.6286 1.3384 3.0829 0.0 0.0 0.0 0.22
H -0.8701 1.5021 3.2705 0.0 0.0 0.0 0.23
H -4.3895 3.4124 1.1591 0.0 0.0 0.0 0.22
H -3.9578 1.6966 0.8926 0.0 0.0 0.0 0.23
H -3.7894 2.8696 -0.4293 0.0 0.0 0.0 0.24
```
Positions in Å, forces in eV/Å.

The value obtained for the max |F| is 1.1 eV/Å. The value obtained for the HOMO-LUMO gap is 6.7846 eV. The relative energy (zero: lowest compared OMol25 entry of this formula, charge and spin) comes out at 63.7 kJ/mol. The multiplicity is 1. Its total charge is -1. The calculation puts the LUMO energy at 1.81 eV.



[5]
Computed, not measured: C15H11BCo2O6 as an isolated structure in a non-equilibrium geometry, with ωB97M-V/def2-TZVPD.

```
35
Properties=species:S:1:pos:R:3:forces:R:3:nbo_charge:R:1
O 3.0767 0.9119 9.2652 -3.1 -1.9 0.5 -0.39
C 2.0884 0.3571 9.5065 4.0 2.5 -0.1 0.64
Co 0.5217 -0.3431 9.8882 -0.7 -1.4 1.6 0.32
C 0.0337 1.0265 10.8848 -0.3 3.6 2.3 0.68
O -0.2308 1.8930 11.6063 0.6 -2.9 -2.3 -0.42
C -0.6663 -0.8203 8.6163 -5.3 -1.5 -5.6 0.40
O -1.4715 -1.1586 7.8384 2.9 1.2 2.8 -0.47
C 0.1267 -1.7094 11.3452 -1.6 -0.8 4.0 -0.43
C -1.2128 -2.1082 11.1508 1.6 2.4 0.4 -0.15
C -2.4217 -1.5291 11.4101 -0.7 0.2 -0.3 -0.12
C -3.6233 -1.8259 10.6661 -0.9 -0.4 0.4 -0.14
C -4.9099 -1.3234 11.0342 0.2 -0.1 -0.2 -0.14
C -6.0286 -1.5917 10.2411 0.3 -0.1 0.1 -0.22
C -5.8891 -2.3880 9.0829 0.1 0.3 0.1 -0.15
C -4.6430 -2.9050 8.7260 -0.1 0.1 0.2 -0.24
C -3.5451 -2.6481 9.5310 0.2 -0.1 -0.1 -0.08
Co 0.0302 -3.2799 10.5106 1.7 -0.3 -2.9 -0.05
C 1.7388 -3.1264 10.0443 3.3 -1.0 -0.3 0.55
O 2.8268 -3.0717 9.6524 -2.3 0.2 0.8 -0.47
C -0.3031 -3.6446 8.8106 -0.8 -1.6 -4.0 0.51
O -0.3618 -3.9276 7.6873 0.1 0.8 2.8 -0.47
C -0.1412 -4.9160 11.2146 0.2 -2.7 1.2 0.57
O -0.1182 -6.0317 11.5204 -0.2 2.5 -0.6 -0.46
H 0.5907 -1.5756 12.3324 0.3 0.9 -0.7 0.25
H -2.4749 -0.8083 12.2296 0.0 0.2 -0.4 0.22
H -4.9896 -0.7417 11.9591 -0.1 -0.1 -0.4 0.22
H -7.0169 -1.1776 10.4981 0.7 -0.3 -0.1 0.23
H -6.7537 -2.5816 8.4466 0.2 0.1 0.2 0.22
H -4.5056 -3.4961 7.8229 -0.2 0.1 0.2 0.23
H -2.5874 -3.1057 9.3144 -0.2 0.1 -0.1 0.20
H -1.0580 1.3124 8.6723 0.0 0.3 -0.1 -0.10
B -0.7652 2.0694 7.6779 0.2 0.0 0.1 -0.62
H -0.1963 1.3903 6.8249 0.0 -0.1 0.2 -0.05
H -1.8071 2.5292 7.2370 0.0 -0.1 0.2 -0.01
H -0.0220 2.9551 8.0834 0.0 -0.1 0.1 -0.05
```
Positions in Å, forces in eV/Å.

The value obtained for the max |F| is 7.9 eV/Å. The value obtained for the HOMO-LUMO gap is 4.6653 eV. The relative energy (zero: lowest compared OMol25 entry of this formula, charge and spin) comes out at 428.2 kJ/mol. The multiplicity is 1. The calculation puts the LUMO energy at -3.78 eV.



[6]
Computed, not measured: C15H11Cl2CoNO3SSm as an isolated structure in a non-equilibrium geometry, with ωB97M-V/def2-TZVPD.

```
35
Properties=species:S:1:pos:R:3:forces:R:3:nbo_charge:R:1
Sm -0.8133 -0.9968 -5.0276 0.6 -0.6 -3.1 1.70
Co -0.9349 -0.5298 -2.5914 0.8 2.3 1.2 0.74
Cl -0.9668 1.3293 -3.8654 -0.2 -0.3 -0.6 -0.46
Cl 1.1285 -1.8412 -3.6705 -0.7 0.6 -0.2 -0.44
C -1.4618 -2.1316 -2.1556 -1.1 -5.3 3.1 0.42
C -0.6245 -0.1209 -7.7315 0.1 1.5 -4.9 0.44
C -0.0069 -2.3706 -7.2569 1.8 -3.3 -4.0 0.43
O -1.5246 -3.1017 -1.5161 0.0 3.2 -2.5 -0.36
O -0.5181 -0.0161 -8.8770 -0.5 -0.3 4.9 -0.29
O 0.3313 -2.8642 -8.2440 -1.4 2.0 4.2 -0.28
N -0.1789 0.1733 -0.9575 0.2 1.1 1.7 -1.21
S -1.0381 0.3188 0.3999 0.9 -0.2 0.3 1.17
C -0.3145 -0.9458 1.4594 -2.9 -0.3 1.4 -0.24
C -1.1693 -1.6527 2.3136 0.0 1.5 -2.1 -0.20
C -0.6011 -2.5074 3.2607 -1.1 -0.8 0.5 0.08
C 0.7816 -2.6968 3.3149 2.2 0.3 -0.4 -0.08
C 1.6144 -1.9866 2.4452 0.0 -0.7 0.8 -0.20
C 1.0659 -1.1068 1.5000 1.4 -0.4 0.3 0.07
C -0.3347 1.7331 1.3489 -0.2 0.8 -0.9 -0.32
C 0.0881 2.9015 0.7044 -0.9 -2.4 -0.7 0.00
C 0.6056 3.9678 1.4609 0.7 1.4 1.2 0.05
C 0.6580 3.8997 2.8555 -0.3 -0.5 1.2 -0.18
C 0.1717 2.7538 3.4995 0.9 2.0 0.3 -0.06
C -0.3606 1.6955 2.7502 -0.3 -1.1 -0.9 0.03
H 0.7077 0.6659 -0.8388 0.1 -0.3 -0.5 0.40
H -2.2485 -1.4970 2.2084 0.3 -0.2 0.4 0.28
H -1.2372 -3.0457 3.9622 0.0 0.1 0.0 0.29
H 1.2031 -3.3913 4.0474 -0.1 0.2 -0.2 0.30
H 2.6897 -2.1232 2.5032 -0.1 0.0 -0.1 0.29
H 1.7127 -0.5464 0.8305 0.0 -0.1 0.0 0.24
H 0.0437 2.9936 -0.3795 0.0 0.0 0.1 0.26
H 0.9865 4.8604 0.9634 -0.1 -0.2 0.0 0.29
H 1.0712 4.7193 3.4580 -0.2 -0.3 -0.4 0.31
H 0.2172 2.6565 4.5816 0.0 0.1 -0.1 0.29
H -0.7428 0.8041 3.2439 0.0 0.3 0.2 0.25
```
Positions in Å, forces in eV/Å.

The value obtained for the max |F| is 6.3 eV/Å. The value obtained for the HOMO-LUMO gap (spin up / spin down) is 8.0098 / 4.4527 eV. The multiplicity is 10. Its total charge is +4. The calculation puts the LUMO energy (spin up / spin down) at -13.87 / -16.74 eV.



[7]
Computed, not measured: a single C15H11ClN2O2S molecule in a non-equilibrium geometry, with ωB97M-V/def2-TZVPD.

```
32
Properties=species:S:1:pos:R:3:forces:R:3:nbo_charge:R:1
Cl 4.3117 -0.2736 -3.9203 -1.3 -0.6 1.0 -0.03
N 0.4327 -2.0485 0.9841 1.6 0.6 -2.2 -0.31
N -0.1136 -1.5958 2.1032 -0.8 2.9 -0.5 -0.24
O 2.6105 -2.6897 -4.9742 0.2 1.2 1.9 -0.65
O 0.1501 -3.5414 -1.2588 -0.4 1.0 2.4 -0.66
S 0.5800 0.5354 0.7032 -0.2 -2.2 0.1 0.41
C 0.9080 -1.1094 0.1467 -0.4 -0.9 0.9 0.05
C -0.1933 -0.2688 2.0545 1.2 -1.6 1.1 0.07
C -2.7693 3.6403 1.1472 -2.7 -2.0 -0.4 -0.21
C -1.5555 3.8187 1.7594 -0.4 3.4 -2.0 -0.22
C -3.4385 2.3739 1.1222 2.9 0.5 1.7 -0.18
C 1.4377 -2.9930 -2.9732 2.1 -0.7 -1.1 -0.29
C 2.4471 -0.8086 -1.8121 2.0 1.0 -1.4 -0.17
C -0.8985 2.8480 2.3590 1.8 -4.2 1.6 -0.21
C -2.7846 1.3363 1.8609 0.4 3.5 -1.5 -0.22
C 2.9972 -1.1519 -3.0337 -0.4 -0.4 -1.1 -0.09
C 2.3819 -2.2373 -3.6712 -0.8 -1.8 -0.9 0.30
C 1.1141 -2.6820 -1.6690 -2.8 -3.8 -3.1 0.36
C 1.5102 -1.5330 -1.1448 -0.2 2.5 3.2 -0.21
C -1.5092 1.5746 2.4153 -2.5 1.8 0.5 -0.02
C -0.8529 0.5088 3.1314 2.5 0.3 -1.3 -0.50
H 3.1183 -1.9574 -5.3225 0.5 0.1 -0.9 0.48
H -0.1869 -3.1903 -0.3779 0.6 -0.8 -0.8 0.51
H -3.3286 4.4757 0.7861 0.1 0.6 -0.6 0.21
H -1.1083 4.7877 1.5579 0.1 0.1 0.6 0.22
H -4.3598 2.1236 0.6217 -0.2 0.5 0.0 0.22
H 1.1778 -3.9949 -3.3884 -0.2 1.2 0.3 0.25
H 2.8744 0.0634 -1.4202 0.3 1.2 1.0 0.22
H 0.1324 2.8310 2.8063 -1.1 0.8 -0.5 0.22
H -3.3877 0.4940 1.8574 -0.2 -2.2 0.6 0.22
H -0.2198 0.7825 3.9519 0.9 0.7 0.1 0.24
H -1.4774 -0.1183 3.5979 -2.8 -2.5 1.4 0.25
```
Positions in Å, forces in eV/Å.

As for the SMILES: Oc1cc(O)c(-c2nnc(Cc3ccccc3)s2)cc1Cl. The value obtained for the max |F| is 5.7 eV/Å. The value obtained for the HOMO-LUMO gap is 8.6282 eV. The relative energy (zero: lowest compared OMol25 entry of this formula, charge and spin) comes out at 215.5 kJ/mol. The multiplicity is 1. The calculation puts the LUMO energy at -0.03 eV.